# C6H7N

The ion C6H7N with charge +1 (the ωB97M-V functional and the def2-TZVPD basis, the OMol25 dataset).

Geometry (Å):
C (0.24855, -0.25277, 1.36334)
C (1.53926, 0.24790, 1.38719)
N (1.69635, 1.09262, 0.25079)
C (0.62203, 0.91303, -0.51908)
C (-0.43745, 0.47661, 0.24183)
C (-1.60978, -0.08912, -0.42635)
C (-1.62329, -1.24970, -1.18422)
H (-0.35681, -1.01906, 1.87409)
H (2.33620, 0.02718, 2.01583)
H (2.42806, 1.73329, 0.25234)
H (0.99371, 1.15216, -1.60502)
H (-2.40306, 0.64344, -0.54051)
H (-2.53987, -1.89018, -1.30390)
H (-0.89390, -1.78541, -1.80634)

The value obtained for the frontier orbital gap (spin up / spin down) is 0.3491 / 0.2064 Eh. Its multiplicity is 2. Its charge is +1. The relative energy (zero: lowest compared OMol25 entry of this formula, charge and spin) is 101.4 kcal per mole. For the HOMO energy (spin up / spin down), the calculation gives -0.499 / -0.494 hartree.

---

# C47H86N3O29P2S2

A cluster of 8 separate species, C47H86N3O29P2S2 in total (the ωB97M-V functional and the def2-TZVPD basis, the OMol25 dataset).

Geometry (Å):
C (3.88696, -3.60120, 3.52807)
C (3.03360, -2.84567, 2.47602)
C (1.85311, -2.10237, 3.13812)
C (0.47050, -2.35778, 2.50527)
C (-0.46270, -3.16804, 3.43651)
C (-0.94304, -2.52503, 4.74016)
C (0.03034, -1.78212, 5.66177)
C (0.30074, -0.32803, 5.24333)
O (1.63988, 0.01963, 5.45575)
C (1.84866, 1.35999, 5.00772)
N (-1.60752, -3.83091, 2.63926)
C (-2.79406, -4.21587, 3.46488)
P (-4.02363, -3.06386, 4.15581)
O (-4.03907, -1.66523, 3.75288)
O (-5.48934, -3.67020, 4.03234)
O (-3.73298, -3.13882, 5.72320)
S (-0.97557, -5.49116, 2.20990)
C (0.40670, -5.54983, 1.08067)
O (-0.57353, -6.16707, 3.40074)
O (-2.00636, -6.26721, 1.60828)
C (-1.88088, -2.98041, 1.39190)
P (-3.22780, -3.52835, 0.24466)
O (-2.57839, -4.75152, -0.58077)
O (-3.32622, -2.44986, -0.95317)
S (-4.97862, -3.99080, 0.83800)
C (-1.63918, -1.46627, 1.70857)
C (-2.35885, -0.34762, 0.92911)
C (-1.88505, 0.96073, 1.58868)
C (-3.91380, -0.33665, 0.99736)
C (-4.59305, 0.68775, 1.91001)
N (-0.17922, -1.28355, 1.75089)
C (0.30129, -1.03431, 0.40021)
C (1.76305, -1.21189, 0.04620)
N (2.58057, -0.24345, 0.80783)
H (3.83292, -3.10112, 4.48747)
H (4.91538, -3.60485, 3.18551)
H (3.57401, -4.63672, 3.60736)
H (3.71651, -2.15521, 2.00666)
H (2.70695, -3.59534, 1.75769)
H (2.06503, -1.05722, 3.26791)
H (1.83916, -2.60917, 4.09081)
H (0.75050, -3.09436, 1.72492)
H (0.24317, -3.92704, 3.76034)
H (-1.76156, -1.82161, 4.61751)
H (-1.35369, -3.29620, 5.38342)
H (-0.49806, -1.69546, 6.60695)
H (0.94085, -2.30512, 5.92368)
H (-0.34000, 0.33976, 5.82636)
H (-0.01565, -0.20997, 4.19819)
H (1.26181, 2.02828, 5.64100)
H (2.89839, 1.59628, 5.06474)
H (1.46501, 1.47506, 3.99357)
H (-2.41487, -4.77028, 4.32082)
H (-3.39881, -4.97174, 2.97152)
H (-5.45836, -4.59845, 3.74350)
H (-4.29829, -2.46723, 6.14056)
H (0.34674, -4.89037, 0.22520)
H (0.49206, -6.58747, 0.78899)
H (1.30894, -5.28549, 1.62223)
H (-1.06367, -3.26322, 0.71934)
H (-3.21199, -4.94037, -1.29543)
H (-2.43146, -2.09472, -1.11202)
H (-1.93773, -1.20970, 2.71742)
H (-2.10607, -0.27890, -0.12110)
H (-2.07310, 0.94570, 2.65462)
H (-2.30148, 1.83037, 1.09827)
H (-0.80673, 1.07414, 1.52181)
H (-4.27663, -0.11170, -0.00160)
H (-4.35991, -1.29358, 1.23763)
H (-4.49827, 1.67956, 1.49007)
H (-5.65858, 0.46912, 1.87769)
H (-4.29942, 0.64116, 2.94819)
H (0.08537, -0.02615, 0.06488)
H (-0.26781, -1.65031, -0.32911)
H (1.82889, -0.91827, -1.00525)
H (2.15284, -2.22345, 0.07142)
H (3.54897, -0.47913, 0.62495)
H (2.38099, 0.65423, 0.37985)
C (-2.65282, -8.57097, -0.77499)
C (-1.67480, -9.41413, -1.55418)
C (-0.76620, -10.24599, -0.69364)
O (0.41550, -10.34402, -1.50380)
C (0.45332, -9.24573, -2.29945)
O (1.39742, -8.90385, -2.93436)
O (-0.73300, -8.58474, -2.26786)
H (-3.39211, -8.12456, -1.44096)
H (-3.18089, -9.16568, -0.03018)
H (-2.13753, -7.74929, -0.27872)
H (-2.19874, -10.03188, -2.28006)
H (-1.17813, -11.22844, -0.48441)
H (-0.50159, -9.75813, 0.25024)
C (-8.13437, 1.97899, -3.21856)
C (-7.47076, 1.72399, -1.88635)
C (-8.14397, 2.39990, -0.71445)
O (-7.04739, 2.61589, 0.18364)
C (-5.92318, 2.70982, -0.56430)
O (-4.87424, 3.09316, -0.15648)
O (-6.15504, 2.30810, -1.83704)
H (-7.70869, 1.33563, -3.98795)
H (-9.20546, 1.78477, -3.16449)
H (-7.97161, 3.00844, -3.53778)
H (-7.36795, 0.64944, -1.71279)
H (-8.90516, 1.77968, -0.24799)
H (-8.57933, 3.36773, -0.97381)
C (3.41667, 5.38517, -2.93259)
C (3.42140, 4.02974, -2.27353)
C (2.23032, 3.16673, -2.61312)
O (2.09212, 2.35799, -1.43046)
C (2.60677, 3.07128, -0.39485)
O (2.45623, 2.77730, 0.75126)
O (3.29575, 4.13645, -0.83537)
H (4.37057, 5.87746, -2.78308)
H (3.24040, 5.30802, -4.00375)
H (2.65477, 6.02868, -2.48888)
H (4.35688, 3.50838, -2.49011)
H (2.39565, 2.54298, -3.48766)
H (1.31262, 3.74256, -2.75066)
C (6.58721, 10.60503, -3.23576)
C (5.88088, 9.67187, -4.18888)
C (4.49860, 9.27505, -3.74874)
O (4.35786, 7.95774, -4.33387)
C (5.60771, 7.44212, -4.45074)
O (5.85023, 6.29980, -4.69163)
O (6.54381, 8.39458, -4.25417)
H (7.50483, 10.98886, -3.68252)
H (5.95023, 11.45126, -2.97891)
H (6.87098, 10.07713, -2.32419)
H (5.86842, 10.09555, -5.19678)
H (3.72740, 9.95485, -4.12164)
H (4.39980, 9.18454, -2.66502)
C (7.64092, 7.55283, 1.79490)
C (6.79134, 8.74873, 1.43751)
C (5.70227, 9.06256, 2.43712)
O (4.69421, 9.66244, 1.61216)
C (4.84690, 9.16511, 0.36237)
O (4.05474, 9.28883, -0.51601)
O (6.02272, 8.50558, 0.24464)
H (8.50211, 7.48319, 1.13129)
H (8.00374, 7.62461, 2.82023)
H (7.07259, 6.62979, 1.67812)
H (7.42260, 9.62275, 1.25827)
H (6.02489, 9.75347, 3.21181)
H (5.28409, 8.16815, 2.90515)
C (-0.17352, -13.88151, -5.22649)
C (-1.47398, -13.96721, -4.46417)
C (-2.63774, -13.27496, -5.13433)
O (-3.44435, -12.88129, -4.01373)
C (-2.61749, -12.73534, -2.95479)
O (-2.92148, -12.21492, -1.92650)
O (-1.39754, -13.25102, -3.21598)
H (0.57513, -14.53511, -4.78060)
H (-0.31102, -14.17789, -6.26626)
H (0.22680, -12.86795, -5.19135)
H (-1.71428, -15.00900, -4.23893)
H (-3.19609, -13.93022, -5.79764)
H (-2.34046, -12.37799, -5.68276)
C (-1.69292, 11.65649, -2.61353)
C (-0.63545, 10.82014, -3.29337)
C (0.24595, 10.03831, -2.34677)
O (1.47528, 9.95563, -3.07732)
C (1.52902, 11.02656, -3.90208)
O (2.50568, 11.37742, -4.48837)
O (0.33135, 11.64723, -3.96730)
H (-2.39366, 12.05656, -3.34553)
H (-2.25385, 11.06392, -1.89076)
H (-1.24082, 12.50865, -2.10601)
H (-1.09186, 10.16264, -4.03777)
H (-0.13973, 9.04510, -2.13113)
H (0.43365, 10.56160, -1.40643)

The value obtained for the frontier orbital gap is 0.3038 Eh. Its multiplicity is 1. Its charge is +1. For the HOMO energy, the calculation gives -0.412 hartree.

---

# C24H52NO16P

A cluster of 8 separate species, C24H52NO16P in total (the ωB97M-V functional and the def2-TZVPD basis, the OMol25 dataset).

Geometry (Å):
N (-0.47783, -0.17986, -0.22919)
H (0.02317, 0.48514, -1.00419)
H (-0.46283, 0.25914, 0.59481)
H (-0.20783, -1.01086, -0.06419)
H (-1.42783, -0.45586, -0.61519)
P (-2.74783, 1.66414, -1.50519)
O (-3.62883, 2.69714, -1.82019)
O (-1.84283, 2.13414, -0.33019)
O (-1.90683, 1.10814, -2.52619)
O (-3.48483, 0.61614, -0.75419)
O (-2.71683, 4.98614, 2.54581)
C (-1.77883, 5.08114, 3.27881)
O (-0.64983, 4.29014, 3.27281)
C (-0.44483, 3.29614, 2.27081)
C (0.76417, 2.41214, 2.54281)
C (-1.87683, 5.99114, 4.52181)
H (-0.34983, 3.99614, 1.41481)
H (-1.31683, 2.71714, 1.95681)
H (0.84217, 1.68614, 1.60981)
H (0.77417, 1.82814, 3.53481)
H (1.82417, 2.92014, 2.75981)
H (-2.08883, 5.30314, 5.35981)
H (-2.84583, 6.51014, 4.53581)
H (-0.93483, 6.36714, 4.74481)
O (4.23217, -3.22886, 1.46681)
C (3.06217, -3.24086, 1.17981)
O (2.11217, -2.43286, 1.78481)
C (2.48917, -1.68486, 2.92281)
C (1.02517, -1.18886, 3.45081)
C (2.39017, -4.03786, 0.05081)
H (3.16917, -0.79386, 2.63481)
H (3.09917, -1.95986, 3.63681)
H (1.36317, -0.46686, 4.04881)
H (0.22217, -1.94986, 3.70681)
H (0.24717, -0.82286, 2.80481)
H (1.70917, -4.73586, 0.48881)
H (2.95317, -4.67786, -0.42319)
H (1.88117, -3.53986, -0.74119)
O (-3.72683, 1.77014, 3.79781)
C (-2.85683, 1.15714, 4.21181)
O (-2.53083, -0.07786, 3.71181)
C (-3.20783, -0.59986, 2.64681)
C (-2.80983, -2.10586, 2.46081)
C (-2.04883, 1.57214, 5.37681)
H (-2.82183, -0.24186, 1.69881)
H (-4.31283, -0.64886, 2.49881)
H (-3.11083, -2.67686, 3.23081)
H (-1.73583, -1.99086, 2.19081)
H (-3.28483, -2.43886, 1.33881)
H (-0.84483, 1.76214, 5.25681)
H (-2.09983, 0.73314, 6.10281)
H (-2.68183, 2.45614, 5.92781)
O (-0.07183, 6.88514, -1.56019)
C (-0.23983, 5.71614, -1.64519)
O (0.80017, 4.84614, -1.92319)
C (0.60517, 3.39214, -2.04719)
C (1.84217, 2.64714, -2.31919)
C (-1.60283, 5.21714, -1.44019)
H (-0.38783, 3.18814, -2.69419)
H (0.08317, 3.18514, -1.14519)
H (2.48117, 3.24414, -1.59819)
H (2.15417, 2.89914, -3.30219)
H (1.95217, 1.58714, -2.02219)
H (-2.01383, 4.40614, -0.50819)
H (-1.93283, 4.44914, -2.27319)
H (-2.37183, 6.07614, -1.58119)
O (-0.69483, -3.16486, -1.10519)
C (-1.22583, -3.22486, -2.19919)
O (-0.76783, -3.79586, -3.38519)
C (0.28817, -4.58086, -3.26519)
C (0.54917, -5.47786, -4.48119)
C (-2.62483, -2.59186, -2.36319)
H (-0.03683, -5.22886, -2.48719)
H (1.15217, -4.04386, -2.88219)
H (1.36317, -6.06086, -4.40119)
H (0.87917, -4.84186, -5.36919)
H (-0.30183, -6.22286, -4.54319)
H (-3.06683, -2.62286, -1.42919)
H (-3.30283, -3.21086, -3.04919)
H (-2.59283, -1.59286, -2.44519)
O (2.21417, -0.92786, -1.48019)
C (2.18117, -1.24386, -2.68219)
O (3.11017, -2.04586, -3.27619)
C (4.31717, -2.47786, -2.70019)
C (4.84617, -3.60886, -3.36819)
C (1.06517, -0.85486, -3.64319)
H (4.35017, -2.63186, -1.61819)
H (4.91917, -1.46286, -2.96119)
H (5.10417, -3.49886, -4.38819)
H (4.13917, -4.48086, -3.38219)
H (5.73117, -4.02986, -2.92419)
H (0.77217, -1.76886, -4.20819)
H (1.22617, -0.04386, -4.36619)
H (0.19017, -0.61286, -3.09519)

The value obtained for the frontier orbital gap is 0.0822 Eh. Its multiplicity is 1. Its charge is -2. The relative energy (zero: lowest compared OMol25 entry of this formula, charge and spin) is 5.2 kcal per mole. For the HOMO energy, the calculation gives 0.044 hartree.

---

no.,M (u),F_max (eV/A),E (a.u.)
1,93.13,5.3,-287.1449
2,1283.28,5.0,-5667.7101
3,641.65,10.1,-2545.2957